Entry 1:
Molecular formula: C31H28CuHgN5O11
Method: DFT, the ωB97M-V functional and the def2-TZVPD basis

The HOMO-LUMO gap comes out at 4.04 eV. Its total charge is +2. Its molar mass is 910.73 g mol⁻¹.

XYZ file:
```
77
C31H28CuHgN5O11, DFT the ωB97M-V functional and the def2-TZVPD basis
Hg 12.48 -15.48 19.67
Cu 9.14 -17.69 20.43
C 11.79 -18.48 18.45
O 11.41 -17.49 19.40
H 11.53 -19.51 18.71
H 11.34 -18.31 17.48
H 12.88 -18.47 18.41
C 13.40 -21.04 24.09
C 14.30 -20.19 24.74
C 14.41 -18.89 24.30
C 13.67 -18.39 23.23
C 12.85 -19.29 22.55
C 12.74 -20.63 22.94
N 13.86 -17.03 22.72
O 13.24 -16.75 21.69
O 14.61 -16.26 23.27
H 13.31 -22.10 24.27
H 14.95 -20.51 25.54
H 15.05 -18.18 24.81
H 12.37 -19.03 21.62
H 12.23 -21.27 22.25
C 11.96 -23.63 15.76
C 11.62 -22.61 16.67
C 12.25 -22.62 17.92
C 13.36 -23.44 18.17
C 13.77 -24.37 17.24
C 12.99 -24.49 16.10
N 14.07 -23.26 19.44
O 15.14 -23.81 19.55
O 13.55 -22.56 20.30
H 11.38 -23.75 14.85
H 10.81 -21.90 16.54
H 11.98 -21.74 18.49
H 14.53 -25.12 17.41
H 13.22 -25.21 15.32
C 17.18 -20.08 21.53
C 18.09 -19.05 21.28
C 17.54 -17.96 20.61
C 16.23 -17.93 20.12
C 15.41 -19.06 20.23
C 15.91 -20.12 21.00
N 15.81 -16.67 19.51
O 16.64 -15.94 19.06
O 14.59 -16.46 19.32
H 17.53 -20.94 22.10
H 19.11 -19.06 21.62
H 18.28 -17.19 20.45
H 14.41 -19.06 19.83
H 15.28 -20.98 21.14
C 4.56 -22.13 18.66
C 4.51 -20.85 19.28
C 5.53 -19.94 19.02
C 6.73 -20.36 18.40
C 6.74 -21.66 17.87
C 5.72 -22.57 18.01
N 7.93 -19.56 18.40
O 7.87 -18.34 18.60
O 8.97 -20.11 18.08
H 3.70 -22.79 18.66
H 3.60 -20.50 19.74
H 5.43 -18.92 19.34
H 7.54 -21.99 17.22
H 5.82 -23.55 17.57
C 10.01 -16.69 13.43
C 9.46 -17.39 12.35
C 8.84 -18.64 12.55
C 8.90 -19.26 13.80
C 9.57 -18.56 14.81
C 10.15 -17.33 14.65
N 8.53 -20.68 13.91
O 8.40 -21.33 12.90
O 8.69 -21.15 15.03
H 10.38 -15.69 13.25
H 9.50 -16.87 11.41
H 8.45 -19.21 11.71
H 9.86 -19.11 15.70
H 10.72 -16.97 15.50
```

Löwdin population analysis, charges in e, atoms 1 to 8:
1 Hg 1.37
2 Cu 0.70
3 C -0.20
4 O -0.43
5 H 0.07
6 H 0.06
7 H 0.06
8 C -0.03

=====

Entry 2:
Molecular formula: C45H74IN17O6P
Method: DFT, the ωB97M-V functional and the def2-TZVPD basis

The HOMO-LUMO gap comes out at 6.49 eV. Its total charge is +1. Its molar mass is 1107.08 g mol⁻¹.

XYZ file:
```
144
C45H74IN17O6P, DFT the ωB97M-V functional and the def2-TZVPD basis
C 0.61 4.79 1.55
C -0.31 4.90 0.36
C -1.16 3.56 -0.04
C -0.34 2.12 -0.25
C 1.14 2.23 -0.90
I 2.23 0.31 -1.09
C 1.22 3.16 -2.29
C 2.27 4.44 -2.08
C -1.58 1.36 -1.08
C -1.37 -0.17 -1.61
P -0.85 -0.45 -3.39
O -2.17 -0.85 -4.22
O 0.15 -1.91 -3.42
O 0.10 0.79 -4.15
C -2.49 2.44 -1.98
O -2.26 2.54 -3.42
C -3.64 2.47 -4.00
C -3.68 2.56 -5.63
N -2.28 3.69 -1.10
C -2.54 5.04 -1.73
O -1.56 5.44 -2.75
O -2.22 6.12 -3.64
H 0.08 4.55 2.59
H 1.78 4.87 1.50
H -0.39 5.95 -0.18
H -1.75 3.34 0.97
H -0.32 1.71 0.87
H 1.80 2.85 -0.11
H 1.79 2.45 -3.07
H 0.16 3.49 -2.67
H 2.89 4.51 -3.09
H 3.08 4.21 -1.24
H 1.72 5.46 -1.94
H -2.34 1.19 -0.17
H -2.42 -0.72 -1.45
H -0.65 -0.71 -0.82
H 0.93 -1.68 -4.04
H 0.26 0.51 -5.12
H -3.58 2.08 -1.67
H -4.19 1.47 -3.68
H -4.34 3.34 -3.59
H -2.74 3.17 -5.99
H -4.66 3.10 -6.03
H -3.61 1.50 -6.17
H -3.13 3.59 -0.46
H -3.59 5.01 -2.27
H -2.60 5.92 -0.92
H -2.10 5.67 -4.53
C -6.62 7.49 -2.66
C -6.32 6.06 -2.24
N -6.08 4.88 -1.90
H -5.80 8.15 -2.37
H -6.75 7.55 -3.75
H -7.54 7.84 -2.18
C 1.41 6.18 5.64
C 2.10 6.08 4.29
N 2.67 6.00 3.17
H 0.52 5.53 5.66
H 2.09 5.86 6.43
H 1.10 7.21 5.83
C -10.30 9.74 -1.87
C -8.85 10.12 -2.13
N -7.65 10.44 -2.34
H -10.72 10.39 -1.10
H -10.88 9.84 -2.79
H -10.35 8.70 -1.52
C 4.34 1.90 -5.42
C 2.89 1.49 -5.17
N 1.70 1.16 -4.96
H 4.63 2.70 -4.74
H 5.00 1.04 -5.27
H 4.45 2.25 -6.45
C 3.07 -3.32 0.33
C 4.14 -3.21 1.41
N 5.03 -3.12 2.30
H 2.13 -3.64 0.78
H 2.93 -2.35 -0.15
H 3.38 -4.05 -0.42
C -2.51 4.12 7.60
C -1.82 4.03 6.25
N -1.25 3.95 5.13
H -3.39 3.48 7.62
H -1.82 3.81 8.39
H -2.82 5.15 7.79
C 6.32 0.02 3.09
C 7.51 0.66 3.79
N 8.50 1.19 4.37
H 6.24 -1.03 3.37
H 5.39 0.54 3.39
H 6.43 0.10 2.01
C -1.74 -4.19 -3.18
C -2.31 -5.44 -2.53
N -2.78 -6.48 -1.99
H -0.84 -3.87 -2.65
H -1.49 -4.39 -4.23
H -2.48 -3.38 -3.15
C 8.04 -4.96 1.56
C 8.18 -5.25 0.08
N 8.30 -5.49 -1.16
H 7.56 -5.81 2.06
H 9.03 -4.80 2.00
H 7.44 -4.07 1.71
C -4.87 -8.39 0.33
C -5.31 -9.00 1.66
N -5.67 -9.49 2.76
H -4.93 -9.15 -0.46
H -5.52 -7.55 0.07
H -3.84 -8.04 0.41
C 4.90 -1.59 6.89
C 3.71 -0.75 6.48
N 2.71 -0.05 6.14
H 4.64 -2.65 6.85
H 5.74 -1.41 6.21
H 5.21 -1.34 7.91
C 0.25 -8.08 -0.50
C 1.45 -7.44 0.19
N 2.43 -6.92 0.77
H 0.18 -9.14 -0.23
H -0.67 -7.57 -0.21
H 0.37 -8.01 -1.59
C 2.96 -5.40 4.47
C 4.03 -5.29 5.54
N 4.92 -5.20 6.43
H 2.01 -5.72 4.91
H 2.81 -4.43 3.99
H 3.26 -6.13 3.71
C 10.38 -1.56 5.93
C 8.94 -1.96 6.19
N 7.74 -2.30 6.40
H 10.67 -0.76 6.62
H 11.04 -2.42 6.09
H 10.49 -1.21 4.90
C 0.47 -1.60 -7.90
C -0.41 -1.24 -6.72
N -1.14 -0.94 -5.73
H 0.40 -2.68 -8.10
H 0.14 -1.06 -8.79
H 1.51 -1.35 -7.69
C -8.51 -11.29 1.68
C -8.82 -12.55 0.90
N -9.08 -13.60 0.25
H -8.55 -11.49 2.76
H -7.52 -10.92 1.43
H -9.25 -10.51 1.45
```

Löwdin population analysis, charges in e, atoms 1 to 8:
1 C 0.01
2 C -0.09
3 C -0.18
4 C -0.21
5 C -0.63
6 I 0.88
7 C -0.24
8 C -0.11

=====

Entry 3:
Molecular formula: C58H90F6O40
Method: DFT, the ωB97M-V functional and the def2-TZVPD basis

The HOMO-LUMO gap comes out at 8.95 eV. Its molar mass is 1541.31 g mol⁻¹.

XYZ file:
```
194
C58H90F6O40, DFT the ωB97M-V functional and the def2-TZVPD basis
C -5.52 4.21 7.07
O -6.06 5.47 7.45
C -5.76 6.55 6.59
C -4.29 6.80 6.28
O -3.68 5.90 5.38
C -4.12 6.05 4.04
C -3.28 5.12 3.18
O -3.62 3.79 3.51
C -2.69 2.85 3.02
H -5.54 3.97 6.01
H -6.16 3.49 7.59
H -4.51 4.05 7.45
H -6.28 7.39 7.05
H -6.25 6.35 5.63
H -3.72 6.69 7.21
H -4.14 7.85 6.00
H -4.01 7.10 3.75
H -5.18 5.80 3.92
H -2.25 5.34 3.47
H -3.53 5.26 2.12
H -1.73 2.85 3.55
H -2.52 2.99 1.95
H -3.11 1.87 3.25
C -2.63 0.13 -4.37
C -2.15 -1.11 -3.63
O -1.74 -2.03 -4.66
C -1.49 -3.27 -4.37
O -1.60 -3.83 -3.31
C -1.15 -4.11 -5.64
F -0.20 -4.98 -5.31
F -2.20 -4.77 -6.09
F -0.74 -3.29 -6.60
H -1.86 0.56 -5.01
H -2.97 0.83 -3.61
H -3.55 -0.06 -4.93
H -3.00 -1.53 -3.10
H -1.31 -0.84 -2.98
C 0.47 3.37 -3.09
C 0.28 4.15 -1.79
O -0.59 5.26 -1.91
C -1.88 5.03 -1.88
O -2.41 3.95 -1.88
C -2.78 6.29 -1.85
F -3.55 6.28 -2.95
F -3.59 6.26 -0.79
F -2.02 7.39 -1.85
H 1.02 4.01 -3.79
H -0.43 2.96 -3.56
H 1.07 2.47 -2.92
H 1.24 4.50 -1.42
H -0.07 3.42 -1.05
C -0.38 -2.69 -0.26
C 0.37 -1.46 0.23
C 1.07 -0.70 -0.87
O 0.68 0.64 -0.74
C -0.29 0.74 0.19
O -0.77 1.76 0.55
O -0.61 -0.49 0.67
H -0.96 -3.17 0.53
H 0.29 -3.32 -0.85
H -1.20 -2.36 -0.91
H 1.06 -1.73 1.03
H 0.95 -1.08 -1.89
H 2.15 -0.79 -0.72
C -4.32 -5.92 -0.49
C -3.56 -4.65 -0.79
C -4.19 -3.77 -1.87
O -3.88 -2.46 -1.41
C -3.81 -2.53 -0.05
O -3.79 -1.56 0.65
O -3.63 -3.77 0.36
H -5.39 -5.91 -0.72
H -4.24 -6.21 0.56
H -3.96 -6.74 -1.12
H -2.50 -4.77 -1.03
H -5.27 -3.89 -1.99
H -3.76 -3.99 -2.85
C -4.22 1.45 -0.30
C -5.55 1.53 0.46
C -5.62 2.79 1.28
O -6.92 3.32 0.94
C -7.33 2.79 -0.21
O -8.23 3.21 -0.87
O -6.55 1.76 -0.57
H -4.20 0.58 -0.97
H -3.47 1.23 0.47
H -3.95 2.28 -0.94
H -5.73 0.58 0.96
H -4.95 3.60 0.99
H -5.61 2.58 2.34
C 2.98 -0.41 3.81
C 4.26 -0.42 2.98
C 4.98 -1.76 2.89
O 5.39 -1.82 1.54
C 4.83 -0.85 0.81
O 4.93 -0.73 -0.36
O 3.98 -0.11 1.61
H 2.82 0.58 4.24
H 3.17 -1.07 4.66
H 2.11 -0.71 3.24
H 4.95 0.34 3.37
H 4.39 -2.62 3.19
H 5.88 -1.72 3.51
C 1.93 -7.49 4.05
C 2.52 -6.11 4.26
C 3.52 -5.63 3.22
O 3.00 -4.39 2.77
C 1.82 -4.14 3.36
O 1.15 -3.19 3.09
O 1.44 -5.17 4.11
H 1.49 -7.54 3.05
H 1.08 -7.61 4.72
H 2.65 -8.31 4.12
H 2.99 -5.97 5.23
H 3.57 -6.35 2.39
H 4.54 -5.49 3.57
C 1.53 2.56 2.33
C 1.25 3.90 1.68
C 1.06 5.04 2.72
O 2.15 5.91 2.49
C 2.88 5.52 1.44
O 3.75 6.13 0.90
O 2.46 4.31 1.02
H 1.79 1.85 1.55
H 0.63 2.20 2.84
H 2.34 2.54 3.06
H 0.35 3.87 1.07
H 1.17 4.61 3.71
H 0.11 5.56 2.63
C 3.10 -2.26 -3.25
C 4.46 -2.63 -3.84
C 4.73 -2.10 -5.23
O 6.09 -1.66 -5.13
C 6.44 -1.54 -3.83
O 7.51 -1.20 -3.43
O 5.45 -2.00 -3.03
H 3.08 -1.21 -2.97
H 2.96 -2.86 -2.35
H 2.26 -2.41 -3.92
H 4.72 -3.69 -3.75
H 4.04 -1.33 -5.58
H 4.76 -2.91 -5.96
C 3.65 2.31 -1.14
C 4.51 3.52 -1.47
C 6.02 3.13 -1.50
O 6.40 3.53 -2.83
C 5.34 4.06 -3.50
O 5.39 4.40 -4.64
O 4.24 4.02 -2.75
H 3.88 1.49 -1.83
H 2.60 2.57 -1.12
H 3.93 1.88 -0.17
H 4.37 4.32 -0.73
H 6.11 2.06 -1.33
H 6.57 3.72 -0.77
C -1.11 -0.60 4.60
C -1.96 -1.24 3.51
C -1.88 -2.78 3.42
O -3.22 -3.16 3.17
C -4.04 -2.17 3.57
O -5.23 -2.22 3.67
O -3.33 -1.08 3.86
H -0.08 -0.51 4.26
H -1.12 -1.23 5.49
H -1.44 0.38 4.94
H -1.68 -0.81 2.55
H -1.54 -3.16 4.39
H -1.22 -3.11 2.63
C 1.66 -5.82 -2.98
C 0.88 -6.69 -2.00
C 1.82 -7.30 -0.93
O 1.06 -7.15 0.29
C 0.15 -6.19 0.10
O -0.56 -5.73 0.95
O 0.02 -5.90 -1.18
H 2.52 -5.33 -2.53
H 0.99 -5.06 -3.37
H 2.03 -6.40 -3.82
H 0.34 -7.45 -2.56
H 2.77 -6.80 -0.75
H 1.94 -8.36 -1.15
C 4.84 1.47 -5.73
C 3.34 1.73 -5.73
C 2.53 1.19 -6.89
O 1.46 0.47 -6.27
C 1.66 0.47 -4.90
O 0.89 -0.06 -4.16
O 2.85 0.94 -4.63
H 5.19 1.56 -4.70
H 5.34 2.28 -6.26
H 5.17 0.50 -6.11
H 3.11 2.77 -5.50
H 3.15 0.45 -7.42
H 2.32 2.00 -7.59
```

Löwdin population analysis, charges in e, atoms 1 to 8:
1 C -0.10
2 O -0.18
3 C -0.20
4 C -0.19
5 O -0.14
6 C -0.19
7 C -0.20
8 O -0.19

=====

Repeat the first record exactly.
Molecular formula: C31H28CuHgN5O11
Method: DFT, the ωB97M-V functional and the def2-TZVPD basis

The HOMO-LUMO gap comes out at 4.04 eV. Its total charge is +2. Its molar mass is 910.73 g mol⁻¹.

XYZ file:
```
77
C31H28CuHgN5O11, DFT the ωB97M-V functional and the def2-TZVPD basis
Hg 12.48 -15.48 19.67
Cu 9.14 -17.69 20.43
C 11.79 -18.48 18.45
O 11.41 -17.49 19.40
H 11.53 -19.51 18.71
H 11.34 -18.31 17.48
H 12.88 -18.47 18.41
C 13.40 -21.04 24.09
C 14.30 -20.19 24.74
C 14.41 -18.89 24.30
C 13.67 -18.39 23.23
C 12.85 -19.29 22.55
C 12.74 -20.63 22.94
N 13.86 -17.03 22.72
O 13.24 -16.75 21.69
O 14.61 -16.26 23.27
H 13.31 -22.10 24.27
H 14.95 -20.51 25.54
H 15.05 -18.18 24.81
H 12.37 -19.03 21.62
H 12.23 -21.27 22.25
C 11.96 -23.63 15.76
C 11.62 -22.61 16.67
C 12.25 -22.62 17.92
C 13.36 -23.44 18.17
C 13.77 -24.37 17.24
C 12.99 -24.49 16.10
N 14.07 -23.26 19.44
O 15.14 -23.81 19.55
O 13.55 -22.56 20.30
H 11.38 -23.75 14.85
H 10.81 -21.90 16.54
H 11.98 -21.74 18.49
H 14.53 -25.12 17.41
H 13.22 -25.21 15.32
C 17.18 -20.08 21.53
C 18.09 -19.05 21.28
C 17.54 -17.96 20.61
C 16.23 -17.93 20.12
C 15.41 -19.06 20.23
C 15.91 -20.12 21.00
N 15.81 -16.67 19.51
O 16.64 -15.94 19.06
O 14.59 -16.46 19.32
H 17.53 -20.94 22.10
H 19.11 -19.06 21.62
H 18.28 -17.19 20.45
H 14.41 -19.06 19.83
H 15.28 -20.98 21.14
C 4.56 -22.13 18.66
C 4.51 -20.85 19.28
C 5.53 -19.94 19.02
C 6.73 -20.36 18.40
C 6.74 -21.66 17.87
C 5.72 -22.57 18.01
N 7.93 -19.56 18.40
O 7.87 -18.34 18.60
O 8.97 -20.11 18.08
H 3.70 -22.79 18.66
H 3.60 -20.50 19.74
H 5.43 -18.92 19.34
H 7.54 -21.99 17.22
H 5.82 -23.55 17.57
C 10.01 -16.69 13.43
C 9.46 -17.39 12.35
C 8.84 -18.64 12.55
C 8.90 -19.26 13.80
C 9.57 -18.56 14.81
C 10.15 -17.33 14.65
N 8.53 -20.68 13.91
O 8.40 -21.33 12.90
O 8.69 -21.15 15.03
H 10.38 -15.69 13.25
H 9.50 -16.87 11.41
H 8.45 -19.21 11.71
H 9.86 -19.11 15.70
H 10.72 -16.97 15.50
```

Löwdin population analysis, charges in e, atoms 1 to 8:
1 Hg 1.37
2 Cu 0.70
3 C -0.20
4 O -0.43
5 H 0.07
6 H 0.06
7 H 0.06
8 C -0.03